one | ORCA calculation (ωB97M-V with the def2-TZVPD basis set) on one molecule with the formula C5H11NO2.

Calculated values
**E_LUMO**: 0.79 eV
**Gap between HOMO and LUMO**: 9.58 eV
**HOMO energy**: -8.8 eV

CARTESIAN COORDINATES (ANGSTROEM)
C: 2.4925 1.2543 -0.2643
C: 1.3457 0.4226 -0.7798
O: 1.2967 0.1501 -1.9008
N: 0.3722 -0.0394 0.1021
C: 0.4418 -1.4575 0.4546
C: -0.9593 0.3873 -0.3679
C: -2.2118 0.1359 0.6734
O: -2.4026 -1.2377 0.6604
H: 3.2135 1.5275 -1.0688
H: 3.1906 0.6145 0.2653
H: 2.1137 2.2729 -0.0729
H: 0.8394 -2.0675 -0.3374
H: 0.9638 -1.5904 1.3800
H: -0.6176 -1.7901 0.8346
H: -0.9021 1.5061 -0.1460
H: -1.2402 0.3525 -1.3768
H: -1.8401 0.3790 1.6777
H: -3.0943 0.5872 0.2486
H: -3.0019 -1.4072 0.0180

two | ORCA calculation (ωB97M-V with the def2-TZVPD basis set) on one molecule with the formula C5H11NO2.

Calculated values
**E_LUMO**: 0.85 eV
**Gap between HOMO and LUMO**: 10.57 eV
**HOMO energy**: -9.7 eV

CARTESIAN COORDINATES (ANGSTROEM)
C: -1.7615 0.0416 -1.7527
C: -1.3482 0.9381 -0.5985
O: 0.0158 1.4004 -0.7142
C: 1.0267 0.4800 -0.7903
O: 1.3907 0.0507 -1.8376
C: 1.7718 0.2266 0.5050
C: 0.9131 -0.2571 1.6675
N: 0.1480 -1.4387 1.2684
H: -2.8545 -0.0171 -1.7958
H: -1.3973 0.4521 -2.6979
H: -1.3670 -0.9706 -1.6340
H: -1.9397 1.8560 -0.5808
H: -1.4824 0.4215 0.3538
H: 2.2513 1.1738 0.7861
H: 2.5614 -0.4979 0.2802
H: 1.5837 -0.4341 2.5225
H: 0.2128 0.5279 1.9721
H: 0.7607 -2.2159 1.0452
H: -0.4855 -1.7374 2.0010

three | ORCA calculation (ωB97M-V with the def2-TZVPD basis set) on a 2-piece molecular cluster, C5H11NO2 overall.

Calculated values
**E_LUMO**: 0.55 eV
**Gap between HOMO and LUMO**: 10.88 eV
**HOMO energy**: -10.3 eV

CARTESIAN COORDINATES (ANGSTROEM)
C: 0.8173 0.7384 -1.2176
C: 0.6721 0.1943 0.2138
C: 1.7259 0.5180 1.1925
C: 0.4374 -1.3235 0.1853
N: -0.5548 0.8256 0.7590
C: -1.3218 1.7279 0.7647
O: -2.1437 2.5428 0.9212
H: 1.0882 1.7472 -1.1386
H: 1.6165 0.1227 -1.6408
H: -0.1095 0.6041 -1.6869
H: 2.5918 -0.0102 0.8762
H: 1.3139 0.1566 2.1777
H: 1.9653 1.6819 1.0382
H: 1.3043 -1.8890 -0.3349
H: 0.1983 -1.9183 1.0168
H: -0.3744 -1.5960 -0.5252
O: -2.9697 -1.6880 -0.9981
H: -2.3859 -0.9762 -0.9986
H: -3.8710 -1.4584 -0.6046

four | ORCA calculation (ωB97M-V with the def2-TZVPD basis set) on C5H11NO2 as an isolated structure.

Calculated values
**E_LUMO**: -3.57 eV
**Gap between HOMO and LUMO**: 4.22 eV
**HOMO energy**: -7.8 eV

CARTESIAN COORDINATES (ANGSTROEM)
C: -0.6371 -1.8101 1.2281
N: -0.9798 -0.4274 1.5285
C: -0.5708 -0.0767 0.4015
C: 0.6336 0.7585 0.2443
C: 1.7795 0.1660 -0.5861
O: 1.4636 2.9958 -0.0504
C: -1.4153 -0.4579 -1.0308
O: -0.9063 -1.4659 -1.5675
H: 0.2849 -2.0949 0.7115
H: -1.3812 -2.3441 0.6003
H: -0.5649 -2.4800 2.0888
H: 2.5206 -0.2340 0.1011
H: -2.4268 -0.5937 -0.6043
H: 0.9787 1.1451 1.1987
H: 0.3007 1.7316 -0.2513
H: 2.1334 1.0225 -1.1682
H: 1.4509 -0.6433 -1.2384
H: 1.6454 3.8856 0.2741
H: -1.3178 0.5278 -1.5202

Comparing the structures above, two comes out on top by 0.562 eV.